Here is C4H4OSr as an isolated structure at a distorted geometry from the Open Molecules 2025 dataset. Energies are from ωB97M-V/def2-TZVPD.

Highest occupied orbital energy (spin up / spin down) (eV): -23.42 / -23.70
LUMO (spin up / spin down) (eV): -12.75 / -16.17
Calculated total energy (a.u.): -259.43754
Kohn-Sham gap (spin up / spin down) (eV): 10.6686 / 7.5325
Expectation value of S²: 0.758

```
! RIJCOSX wB97M-V def2-TZVPD def2/J DEFGRID3
* xyz 3 2
O 2.017 -0.517 0.383
Sr 4.247 0.568 0.555
H 0.390 1.324 -0.618
H -3.751 0.280 0.088
C -1.442 0.357 -0.168
C -2.669 0.331 0.016
H 0.298 -1.312 1.058
C 0.780 -0.666 0.296
H 0.196 -0.704 -1.190
C -0.066 0.339 -0.420
*
```


Here is C9H16OSi as an isolated structure at a distorted geometry from the Open Molecules 2025 dataset. Energies are from ωB97M-V/def2-TZVPD.

Highest occupied orbital energy (eV): -8.77
LUMO (eV): 0.14
Calculated total energy (a.u.): -717.10605
Kohn-Sham gap (eV): 8.9081

```
! RIJCOSX wB97M-V def2-TZVPD def2/J DEFGRID3
* xyz 0 1
H 0.724 0.819 3.489
H -1.213 2.388 -0.495
Si -0.081 0.364 -1.167
O -0.078 0.603 1.052
H 0.459 -1.936 -0.362
C -0.154 -1.468 -1.189
C 1.393 0.202 2.940
H -1.259 -3.268 -1.410
H 1.052 2.096 -3.324
H -3.257 2.550 -1.267
H 0.280 -2.258 2.754
H 1.274 -0.934 1.065
C -2.638 1.704 -1.713
H 1.766 -0.521 3.732
H -1.832 -1.887 -2.503
H -3.274 0.858 -2.155
C 0.581 -0.443 1.789
C 1.833 1.708 -2.621
C -0.299 -1.483 2.389
C -1.402 1.644 -1.247
H -0.547 -1.021 3.412
C -1.142 -2.200 -1.703
H 2.426 0.349 -1.234
H 2.692 2.243 -2.789
C 1.585 0.849 -1.657
H -1.100 -1.715 1.701
H 2.210 0.757 2.514
*
```


Here is C18H98B2O27Zn as an isolated structure at a distorted geometry from the Open Molecules 2025 dataset. Energies are from ωB97M-V/def2-TZVPD.

Highest occupied orbital energy (eV): -9.46
LUMO (eV): -0.36
Calculated total energy (a.u.): -4604.85603
Kohn-Sham gap (eV): 9.1027

```
! RIJCOSX wB97M-V def2-TZVPD def2/J DEFGRID3
* xyz 0 1
O -1.912 1.784 1.300
H 3.022 2.599 -5.974
H 1.716 -0.101 2.701
H -0.938 -4.821 -0.045
H -0.239 2.320 -0.756
O 2.348 -4.398 -0.281
H -1.342 1.139 0.876
B 0.169 0.171 -0.623
H 2.893 -5.160 -0.081
H 6.982 1.109 -0.901
O 4.260 3.861 -2.147
H -3.970 -6.405 0.717
H 1.022 4.846 -5.693
B 1.874 0.047 -3.455
H -4.595 0.719 -2.957
H 0.019 1.492 -6.383
H -0.235 2.371 2.151
H 3.457 -0.334 2.997
C -1.234 2.114 2.503
H 2.528 0.902 -3.378
H -4.297 -2.383 0.361
H 0.193 3.340 -4.049
O -3.850 -1.759 -0.211
H -3.747 2.150 -1.004
C 6.644 0.099 -0.666
H -0.488 -0.622 4.647
H 1.226 4.026 -7.101
O -3.521 2.074 -1.931
O -3.311 -5.751 0.475
O -4.550 2.915 0.734
C -1.427 -1.172 4.581
H -0.294 0.969 -7.768
O 4.568 -0.895 -3.429
O -1.777 -1.887 -1.910
C 7.430 -0.757 -1.574
H 2.799 -4.375 5.815
H 0.714 -3.481 -2.724
C -4.283 4.285 0.519
O -0.703 1.185 -6.930
H -2.961 2.776 3.483
H -5.090 5.989 -0.506
O -0.092 -4.988 -3.222
H 4.843 -0.981 -2.517
O 2.979 1.288 -0.907
H -1.259 -2.473 6.357
H 1.532 -2.792 -1.652
H 1.809 -0.440 -2.494
O -1.216 -2.319 3.736
Zn -0.103 -0.677 -2.566
H 2.132 -0.055 5.138
O 5.271 -0.230 -0.889
C 2.381 0.806 4.519
H -1.864 -2.831 -2.040
H 2.731 1.200 -1.828
H -5.110 4.586 -1.495
H 8.490 -0.503 -1.601
H -3.739 2.498 1.035
H -1.573 -4.088 1.478
H 6.977 -0.847 -2.561
H -1.208 1.515 -3.778
H -2.539 -6.074 2.308
O -0.474 3.740 -3.490
H 1.393 4.266 2.104
H 6.849 -0.097 0.387
H 2.193 -1.266 0.820
H 0.380 3.586 -0.202
H -1.797 -6.984 0.921
H 0.448 0.698 -1.523
C -2.026 3.262 3.205
C 2.255 3.117 -5.399
H -3.403 2.978 -2.224
H 0.594 -3.087 4.578
H 0.770 -5.402 -3.184
H 3.817 3.566 -1.351
H -1.847 -0.898 6.648
H 2.261 -0.596 -4.231
O 1.489 4.296 1.153
H -4.167 0.234 2.157
O 0.929 -2.616 -2.375
H -2.123 -1.717 0.645
H -4.553 -1.214 -0.567
C -1.172 -4.986 1.006
H -2.077 4.074 2.481
C -4.871 -0.278 4.068
O 1.192 2.238 -5.217
H 1.594 1.544 4.672
H 2.151 1.236 -0.430
O 3.604 1.292 4.969
C 2.238 -3.982 4.967
H 0.064 -1.610 -5.185
O -6.029 -0.426 4.789
H 1.732 -4.775 4.416
H -1.118 -1.951 2.855
C -5.090 0.380 2.718
H -2.166 -0.524 4.110
H -0.181 3.555 -2.598
H 2.055 5.051 0.992
O -5.372 0.233 -3.234
O -1.506 0.882 -3.124
H -2.547 -1.645 -1.395
C 1.793 4.268 -6.203
H -6.491 -1.121 4.314
O -1.285 -1.590 1.089
H 0.637 0.598 0.250
H 3.632 -0.700 -3.380
C -1.902 -1.708 5.921
O 0.102 3.174 -1.021
H 3.606 -1.240 0.275
H 3.890 4.727 -2.320
H -1.162 1.295 3.219
H -3.294 4.486 0.108
H -5.748 -0.102 -2.421
H 4.083 -3.542 3.927
O 2.950 -1.828 0.651
H 0.436 -0.871 -0.706
H -0.284 -5.413 1.473
H -0.814 -0.964 0.537
H 1.457 1.663 -4.496
O 1.140 -3.261 5.348
H 3.509 -2.178 4.749
H -2.943 -2.015 6.026
H -0.314 -4.980 -4.153
O -0.531 -1.467 -4.448
C 3.152 -3.029 4.169
H -4.259 0.383 4.682
H -5.792 -0.216 2.135
H -2.218 1.328 -2.666
H -1.450 3.587 4.071
H -4.321 -1.213 3.962
H 2.809 -3.661 0.119
H -0.903 0.262 -0.545
H -4.429 4.800 1.468
H 7.424 -1.800 -1.258
H 2.763 -2.780 3.181
H 2.714 3.452 -4.469
H -1.406 -1.569 -4.822
H 3.732 1.152 5.910
H 4.766 0.544 -0.629
H -6.297 4.737 -0.187
H 2.675 4.816 -6.534
C -5.258 4.913 -0.466
C 2.630 0.373 3.060
H 2.890 1.152 2.343
H 0.872 0.402 -3.636
C -2.217 -6.039 1.267
H -5.379 1.430 2.768
*
```


Here is one molecule with the formula C4H5NO2 at a distorted geometry from the Open Molecules 2025 dataset. Energies are from ωB97M-V/def2-TZVPD.

Highest occupied orbital energy (eV): -9.70
LUMO (eV): -0.10
Calculated total energy (a.u.): -360.51521
Kohn-Sham gap (eV): 9.6017

```
! RIJCOSX wB97M-V def2-TZVPD def2/J DEFGRID3
* xyz 0 1
H -2.052 1.727 0.987
H 2.271 -0.131 0.000
N 0.332 -0.379 0.948
O -2.514 0.123 -0.166
H 0.425 -0.016 -1.664
C -0.202 0.766 0.384
O 0.484 1.759 0.192
C 1.440 -0.809 0.160
H -0.451 -1.424 -0.901
C -1.736 0.854 0.397
C 0.286 -0.656 -0.766
H 1.716 -1.814 0.429
*
```


Here is C3H7N3O2 as an isolated structure at a distorted geometry from the Open Molecules 2025 dataset. Energies are from ωB97M-V/def2-TZVPD.

Highest occupied orbital energy (eV): -9.00
LUMO (eV): 0.03
Calculated total energy (a.u.): -433.02593
Kohn-Sham gap (eV): 9.0265

```
! RIJCOSX wB97M-V def2-TZVPD def2/J DEFGRID3
* xyz 0 1
H 3.062 0.919 0.657
N 2.404 0.484 -0.239
H -0.562 -1.980 -0.123
C -1.716 1.781 0.204
N 0.171 -0.034 -0.165
N -1.966 -0.639 0.060
O -1.532 -1.916 -0.114
H -1.175 2.361 -0.462
C -1.177 0.354 -0.010
H 0.828 1.980 -0.455
C 1.084 0.866 -0.236
O 2.417 -0.945 0.207
H 1.707 -0.956 1.293
H -1.453 2.204 1.160
H -2.894 1.677 -0.150
*
```


Here is a 3-piece molecular cluster, H4OP2S overall at a distorted geometry from the Open Molecules 2025 dataset. Energies are from ωB97M-V/def2-TZVPD.

Highest occupied orbital energy (eV): -9.79
LUMO (eV): -0.88
Calculated total energy (a.u.): -1158.46395
Kohn-Sham gap (eV): 8.9087

```
! RIJCOSX wB97M-V def2-TZVPD def2/J DEFGRID3
* xyz 0 1
H 0.945 1.679 -0.384
H 1.466 -1.378 -2.011
P 1.259 -1.905 -0.560
H 0.178 -0.871 -0.537
H 0.507 2.510 -0.506
P 2.648 -0.312 0.335
O 2.826 -0.561 1.760
S 3.514 1.175 -0.605
*
```


Here is a 5-piece molecular cluster, C30H47BN2O15S overall from the Open Molecules 2025 dataset. Energies are from ωB97M-V/def2-TZVPD.

Highest occupied orbital energy (eV): -7.52
LUMO (eV): 0.20
SMILES string: CCCCCCc1cc(N)cc2c1Nc1c(OB(O)O)cccc1S2.COC(=O)OC.COC(=O)OC.COC(=O)OC.COC(=O)OC
Calculated total energy (a.u.): -2832.68727
Kohn-Sham gap (eV): 7.7125

```
! RIJCOSX wB97M-V def2-TZVPD def2/J DEFGRID3
* xyz 0 1
H -4.497 3.588 -6.009
H -1.334 0.009 -5.407
C -2.174 -5.972 0.726
H 6.679 -3.329 -7.115
H 5.541 2.696 7.965
C -2.366 -4.837 -0.053
H 5.963 -4.960 -7.222
H -4.041 2.940 3.597
H 2.553 0.826 1.650
C 2.157 -0.005 3.604
H -1.810 -1.493 -6.208
O 4.080 -3.348 -4.293
O 2.837 5.088 7.140
C 5.094 -3.743 -5.064
H 0.523 4.613 5.852
H -1.570 7.249 2.216
C -1.326 -1.103 -1.820
O -2.526 -2.227 2.512
C -2.503 -3.565 0.504
O -1.357 5.688 3.574
H -4.336 3.431 -7.779
H 1.226 -0.205 4.127
H -2.374 7.489 3.791
C -1.653 -3.429 -2.245
H -0.605 7.565 3.672
H -3.230 2.721 2.023
C -0.288 -2.180 -3.761
O -0.115 -2.091 2.499
H -5.898 3.121 -6.995
H 5.339 4.442 7.715
C -0.866 -3.384 -3.388
C 0.464 1.233 2.104
C 4.295 -3.536 -2.892
C -2.432 -3.473 1.889
C -3.246 1.356 -6.597
H -2.024 -6.759 2.700
H -2.589 0.494 -1.227
C -4.821 3.034 -6.889
H 5.154 -2.959 -2.555
H 4.226 3.556 8.792
H 0.139 1.862 0.055
O 4.761 -3.514 -6.333
H 0.812 4.054 4.198
H 2.550 -0.930 3.191
C 5.763 -3.892 -7.281
S -2.462 -4.952 -1.816
C -1.772 -0.414 -6.306
H -2.077 -6.926 0.232
C -1.551 0.194 -1.076
C -1.886 -2.320 -1.439
H 1.246 -1.403 -4.719
C -2.276 -4.601 2.685
O 3.988 3.182 6.761
O -2.348 2.158 -6.585
C -3.097 2.721 3.104
H -1.896 0.774 0.957
C 1.267 4.527 5.063
H 4.437 -4.590 -2.663
O 6.127 -4.222 -4.678
H 1.635 5.511 4.780
H 3.399 -3.176 -2.393
C 0.183 0.939 0.630
O -3.122 0.040 -6.467
H -2.773 -1.596 0.237
H 0.289 -2.940 2.697
H 1.036 -2.957 -5.028
C -2.377 4.931 3.167
O -1.384 -1.318 4.380
H -0.496 -1.340 4.750
C -1.499 7.082 3.289
C -2.150 -5.864 2.113
H -2.266 -4.484 3.759
O -2.096 3.667 3.488
O 2.339 3.667 5.457
H 5.362 -3.652 -8.261
H 0.203 2.271 2.303
O -4.542 1.642 -6.740
H -0.098 -0.120 -3.266
C 1.943 1.064 2.517
H 2.313 2.007 2.910
H -1.098 -0.791 0.833
C -0.542 -1.062 -2.972
B -1.335 -1.896 3.150
C 4.817 3.501 7.880
H 0.980 0.334 0.195
H -1.175 -0.155 -7.178
H 2.862 0.329 4.363
C -1.140 0.204 0.410
H -0.956 0.954 -1.572
O -3.365 5.317 2.603
C 3.034 4.080 6.514
H -0.743 -4.290 -3.964
H -0.181 0.630 2.739
H -2.737 1.747 3.424
N 0.525 -2.087 -4.927
N -2.719 -2.445 -0.303
*
```


Here is a 2-piece molecular cluster, C2HCl3S2 overall at a distorted geometry from the Open Molecules 2025 dataset. Energies are from ωB97M-V/def2-TZVPD.

Highest occupied orbital energy (spin up / spin down) (eV): -9.95 / -8.86
LUMO (spin up / spin down) (eV): -1.74 / -2.43
Calculated total energy (a.u.): -2253.60341
Kohn-Sham gap (spin up / spin down) (eV): 8.2060 / 6.4290

```
! RIJCOSX wB97M-V def2-TZVPD def2/J DEFGRID3
* xyz 0 1
S -3.514 0.852 -0.497
C 1.681 -0.084 -0.049
Cl 2.949 0.698 0.767
Cl 1.442 0.533 -1.754
H -4.406 -0.048 -0.124
Cl 2.233 -1.856 -0.129
S -0.983 0.067 0.916
C 0.599 -0.163 0.870
*
```


Here is C46H44N5O5PPdS as an isolated structure from the Open Molecules 2025 dataset. Energies are from ωB97M-V/def2-TZVPD.

Highest occupied orbital energy (eV): -0.45
LUMO (eV): 4.20
Calculated total energy (a.u.): -3296.70268
Kohn-Sham gap (eV): 4.6519

```
! RIJCOSX wB97M-V def2-TZVPD def2/J DEFGRID3
* xyz -2 1
H -2.776 -0.678 5.040
C -0.075 1.631 1.996
H 9.362 0.928 -0.933
C -1.745 -1.911 3.617
C -0.867 -4.827 -0.055
H 0.533 -2.982 1.407
H -5.862 -2.678 1.750
H -4.212 -6.284 3.367
H -1.725 -1.364 -3.657
H 0.349 -7.836 -2.209
O -1.630 1.632 0.140
C 0.832 -6.450 -0.642
C -1.574 0.473 3.683
O -1.577 -2.578 -0.209
O 4.133 0.018 -2.267
H -1.993 -0.650 -2.066
C 0.915 1.975 -3.988
C 0.008 -7.002 -1.606
C -2.751 -3.970 1.348
N 3.593 0.705 0.100
C 5.801 1.581 0.348
C 8.116 2.134 0.333
N -1.610 0.727 -3.615
H -5.368 3.025 2.671
H -6.118 -4.715 3.137
C -0.721 0.410 2.586
O 4.556 -1.588 -0.458
S 4.474 -0.213 -0.875
H -2.043 4.355 -0.465
H 6.620 3.173 1.513
C -1.700 4.189 2.816
N 0.285 1.919 -2.629
H 1.070 -4.952 0.862
H 1.962 0.893 -1.864
H 0.552 0.947 -0.805
H 0.773 1.264 1.414
C 1.027 -0.431 -4.231
H 1.830 -6.845 -0.490
C 1.789 4.346 -0.789
C -0.224 3.493 0.257
C -0.346 5.205 -1.466
C -2.057 3.165 1.941
H 8.944 2.743 0.675
C 8.354 1.105 -0.578
C -4.108 -5.386 2.766
C -0.447 -3.174 1.850
H 1.535 5.832 -2.323
C -2.099 -0.703 4.193
H 0.756 -1.220 -4.941
C -1.235 1.814 -2.766
C -1.386 -0.583 -2.970
C -1.261 -6.461 -1.803
C -5.179 -4.509 2.635
Pd -0.014 -0.847 -0.229
C -3.384 2.761 1.893
H -1.215 -0.025 -5.511
C 1.162 3.510 0.137
O 3.920 2.529 1.473
H 0.314 2.276 2.792
H -3.667 -2.225 0.602
H -2.658 -4.944 -1.208
H -2.075 -5.807 2.224
C 4.327 1.654 0.710
H -2.353 5.588 4.308
H -1.821 1.432 4.119
P 0.394 -0.918 -2.484
H 1.996 1.991 -3.844
C 0.396 -5.374 0.129
C -0.930 0.827 -4.893
H -1.609 1.721 -1.735
C -3.973 4.375 3.584
C 1.046 5.188 -1.601
C -2.906 -5.116 2.125
H -0.666 4.518 2.855
C -1.411 -3.577 0.674
H -1.915 -6.874 -2.563
C 6.832 2.381 0.805
C 7.312 0.305 -1.035
H 7.485 -0.498 -1.741
C -1.684 -5.388 -1.040
N 0.526 0.854 -4.789
C -0.963 4.372 -0.549
H 0.487 2.784 -2.117
C 0.880 0.774 -1.846
H 1.792 2.871 0.742
H -0.371 -3.984 2.584
C -3.829 -3.105 1.214
H 2.871 4.319 -0.864
H -0.943 5.865 -2.085
C -2.647 4.792 3.632
H -4.714 4.840 4.223
N -0.391 -0.765 2.028
C -5.033 -3.369 1.854
C 6.045 0.570 -0.553
H 2.119 -0.386 -4.186
H -3.616 1.962 1.198
H 0.584 2.907 -4.456
H -1.542 2.765 -3.214
C -1.031 2.430 1.047
C -4.336 3.358 2.710
C -0.878 -1.909 2.529
H -2.139 -2.849 3.989
H -1.253 1.751 -5.388
*
```


Here is C36H28Br2GeNO3OsS as an isolated structure at a distorted geometry from the Open Molecules 2025 dataset. Energies are from ωB97M-V/def2-TZVPD.

Highest occupied orbital energy (spin up / spin down) (eV): -10.53 / -10.51
LUMO (spin up / spin down) (eV): -5.78 / -5.81
Calculated total energy (a.u.): -9382.66918
Kohn-Sham gap (spin up / spin down) (eV): 4.7455 / 4.7036

```
! RIJCOSX wB97M-V def2-TZVPD def2/J DEFGRID3
* xyz 1 1
C -2.067 3.218 2.019
H -6.976 2.497 3.758
H -3.128 3.008 -3.294
C 2.835 -2.138 2.726
C -0.121 -1.964 -0.901
H -1.128 -2.260 -2.731
H -5.327 3.209 5.455
H 1.059 2.342 -2.652
H -0.892 -6.481 1.746
H -0.001 2.892 2.469
H -6.275 -2.321 -3.156
H 0.622 -2.519 -2.812
H -3.339 -0.909 -0.387
H -3.710 1.940 -0.658
C -5.381 -1.745 -2.954
C -1.820 4.622 -3.824
Ge -1.421 0.734 -2.055
C -5.984 2.068 3.759
C -1.136 -3.102 2.017
C -4.871 -1.693 -1.664
C 0.233 -2.820 2.284
C -4.742 -1.066 -3.980
H -0.077 -0.337 -3.938
C -0.156 -1.869 -2.414
H 0.428 1.595 0.408
C -3.610 -0.311 -3.710
Br -3.296 -4.791 1.421
C -1.070 2.516 -2.921
C -4.365 0.564 2.808
H 1.003 -0.059 -2.561
H -4.071 3.428 1.285
C -5.639 1.100 2.822
H -0.291 6.069 -4.242
N 0.564 -1.514 2.413
C -0.823 2.653 1.807
C -0.510 5.074 -3.877
H 3.852 -1.819 2.892
H 3.298 -4.225 2.611
H -3.052 2.255 5.450
C 0.241 2.976 -2.977
H -3.109 0.225 -4.509
S -1.792 0.375 3.744
C -3.423 0.997 3.744
H -5.354 -2.253 -0.874
H 1.546 4.599 -3.478
O -0.707 -0.935 -0.326
C -2.101 3.351 -3.339
C 0.018 -0.425 -2.855
C 1.820 -1.185 2.631
C -0.567 -5.464 1.911
H -5.127 -1.127 -4.990
C -0.597 1.799 0.703
C 2.526 -3.469 2.587
H -6.369 0.755 2.102
C -5.055 2.474 4.709
C 0.747 -5.184 2.179
C -3.108 2.957 1.136
O 0.411 -2.888 -0.324
H -2.237 3.869 2.865
C -3.109 -0.223 -2.413
C -2.905 2.117 0.047
O -1.998 -2.127 1.971
C -1.500 -4.431 1.832
H -4.096 -0.214 2.102
C 1.191 -3.851 2.371
C 0.522 4.250 -3.451
H -2.628 5.265 -4.148
C -3.779 1.940 4.712
Br 1.968 -6.614 2.297
H 2.039 -0.129 2.728
Os -1.263 -0.309 1.609
C -3.741 -0.935 -1.396
C -1.658 1.538 -0.204
*
```